1.
Entry from the Open Molecules 2025 dataset: C31H29FGaN8O4S as an isolated structure (ωB97M-V with the def2-TZVPD basis set).

Values from the calculation:
Charge   +1
LUMO   -3.928 eV

```
75
Properties=species:S:1:pos:R:3:mulliken_charge:R:1
Ga -0.51 0.46 -0.82 0.99
N -3.44 2.29 -3.68 -0.06
C -4.80 2.02 -3.42 -0.30
C -5.78 2.72 -4.10 -0.60
C -7.12 2.47 -3.85 -0.60
C -7.48 1.52 -2.90 -0.77
C -6.49 0.83 -2.21 -0.53
C -5.15 1.07 -2.48 0.98
S -3.95 0.12 -1.59 -0.02
N -2.48 0.87 -2.06 -0.26
C -2.41 1.76 -2.97 0.85
C -1.05 2.29 -3.26 0.48
C -0.76 3.03 -4.38 -0.82
C 0.52 3.53 -4.56 -0.53
C 1.47 3.28 -3.59 -0.86
C 1.11 2.49 -2.51 -0.10
N -0.11 1.98 -2.34 0.01
H -3.25 3.07 -4.29 0.15
H -5.50 3.46 -4.84 0.38
H -7.88 3.02 -4.39 0.40
H -8.52 1.32 -2.69 0.40
H -6.76 0.09 -1.46 0.43
H -1.51 3.21 -5.14 0.47
H 0.76 4.12 -5.44 0.46
H 2.47 3.66 -3.66 0.47
H 1.84 2.29 -1.75 0.60
C -0.05 -2.55 2.72 -0.73
N 0.61 -3.21 3.85 0.17
C 1.74 -3.99 3.33 -0.71
N 2.70 -3.14 2.60 0.07
C 1.98 -2.49 1.51 -0.55
N 0.85 -1.67 1.97 0.78
C 1.38 -0.68 2.92 -0.55
N 2.08 -1.29 4.05 0.07
C 1.14 -2.18 4.74 -0.72
C 3.18 -2.10 3.52 -0.69
H -0.89 -1.96 3.10 0.14
H -0.44 -3.32 2.04 0.22
H 1.37 -4.76 2.65 0.34
H 2.26 -4.47 4.16 0.35
H 1.60 -3.25 0.82 0.35
H 2.69 -1.86 0.96 -0.01
H 0.55 -0.08 3.30 0.24
H 2.07 -0.01 2.40 0.00
H 0.31 -1.59 5.13 0.33
H 1.65 -2.66 5.57 0.36
H 3.70 -2.58 4.35 0.36
H 3.88 -1.45 2.98 0.26
O 1.27 -0.29 -1.26 -0.73
C 1.79 0.49 -0.39 1.57
O 1.01 1.29 0.21 -0.70
C 3.25 0.50 -0.14 -0.02
C 4.07 -0.35 -0.88 -0.31
C 5.44 -0.34 -0.65 -0.75
C 5.93 0.52 0.31 -0.11
C 5.14 1.37 1.06 -0.78
C 3.77 1.36 0.82 -0.32
N 7.40 0.53 0.56 1.01
O 7.81 1.28 1.42 -0.59
O 8.08 -0.20 -0.13 -0.60
H 3.64 -1.02 -1.61 0.57
H 6.11 -0.99 -1.19 0.53
H 5.58 2.01 1.80 0.52
H 3.11 2.01 1.38 0.57
F -4.50 -2.36 2.71 -0.37
C -3.58 -1.76 1.94 0.49
C -3.18 -0.48 2.27 -1.05
C -2.23 0.14 1.46 -0.24
C -1.70 -0.51 0.35 -0.25
C -2.12 -1.81 0.07 -0.09
C -3.06 -2.45 0.86 -0.82
H -3.61 0.02 3.13 0.48
H -1.92 1.14 1.72 0.45
H -1.71 -2.35 -0.78 0.37
H -3.40 -3.45 0.66 0.49
```

=====

2.
Entry from the Open Molecules 2025 dataset: C31H29FGaN8O4S as an isolated structure (ωB97M-V with the def2-TZVPD basis set).

Values from the calculation:
Charge   +1
LUMO   -3.950 eV

```
75
Properties=species:S:1:pos:R:3:mulliken_charge:R:1
Ga -0.29 0.16 0.46 0.41
N -2.98 -1.00 3.58 -0.03
C -3.98 -1.94 3.23 -0.16
C -5.07 -2.12 4.07 -0.78
C -6.05 -3.04 3.74 -0.65
C -5.95 -3.78 2.57 -0.73
C -4.87 -3.59 1.73 -0.76
C -3.89 -2.67 2.06 1.15
S -2.50 -2.46 0.96 -0.19
N -1.57 -1.27 1.73 -0.45
C -1.88 -0.73 2.85 0.75
C -0.93 0.28 3.37 0.80
C -0.89 0.69 4.69 -0.96
C 0.06 1.61 5.09 -0.68
C 0.95 2.11 4.15 -0.94
C 0.85 1.66 2.85 -0.09
N -0.06 0.77 2.47 0.66
H -3.17 -0.45 4.40 0.18
H -5.14 -1.53 4.97 0.41
H -6.90 -3.18 4.40 0.40
H -6.72 -4.50 2.31 0.41
H -4.78 -4.16 0.81 0.43
H -1.57 0.28 5.42 0.52
H 0.11 1.93 6.12 0.45
H 1.71 2.83 4.42 0.51
H 1.51 2.02 2.07 0.41
C 0.74 -2.80 0.59 -0.61
N 1.82 -3.74 0.38 0.11
C 2.19 -3.73 -1.04 -0.72
N 2.62 -2.39 -1.46 0.08
C 1.54 -1.46 -1.25 -0.74
N 1.13 -1.41 0.19 1.02
C 2.36 -1.04 1.00 -0.86
N 3.42 -1.99 0.78 0.17
C 2.98 -3.33 1.17 -0.69
C 3.77 -1.99 -0.64 -0.73
H 0.47 -2.79 1.65 0.22
H -0.12 -3.10 0.01 0.18
H 1.33 -4.04 -1.64 0.33
H 3.00 -4.43 -1.20 0.34
H 0.68 -1.75 -1.85 0.29
H 1.87 -0.46 -1.55 0.32
H 2.07 -1.04 2.05 0.19
H 2.69 -0.05 0.69 0.33
H 2.73 -3.34 2.23 0.33
H 3.79 -4.04 1.00 0.35
H 4.59 -2.68 -0.81 0.36
H 4.09 -0.98 -0.93 0.36
O 3.08 1.65 -0.67 -0.63
C 1.92 1.99 -0.77 0.00
O 0.94 1.42 -0.10 0.29
C 1.46 3.10 -1.66 0.24
C 0.29 2.96 -2.39 -0.14
C -0.14 3.99 -3.21 -0.71
C 0.60 5.16 -3.25 -0.05
C 1.77 5.31 -2.53 -0.63
C 2.21 4.26 -1.74 -0.48
N 0.13 6.28 -4.08 1.00
O -0.85 6.08 -4.78 -0.59
O 0.74 7.33 -4.02 -0.60
H -0.28 2.05 -2.32 0.50
H -1.04 3.92 -3.80 0.52
H 2.32 6.24 -2.59 0.50
H 3.14 4.35 -1.18 0.51
F -5.25 3.22 -1.35 -0.34
C -4.18 2.50 -1.00 0.28
C -3.14 3.13 -0.33 -0.64
C -2.04 2.37 0.02 0.15
C -1.97 1.00 -0.26 -0.77
C -3.03 0.41 -0.94 0.10
C -4.14 1.16 -1.32 -0.85
H -3.19 4.18 -0.11 0.50
H -1.20 2.85 0.52 0.30
H -3.01 -0.64 -1.19 0.39
H -4.97 0.72 -1.86 0.47
```

=====

Quick look at relative energies in eV: 1 0.627; 2 0.000.

=====

1.
Entry from the Open Molecules 2025 dataset: a 2-piece molecular cluster, CH6NO2 overall (ωB97M-V with the def2-TZVPD basis set).

Values from the calculation:
Charge   -1
LUMO   4.665 eV

```
10
Properties=species:S:1:pos:R:3:mulliken_charge:R:1
N -1.56 -0.86 0.64 -0.76
C -1.19 0.59 0.70 -0.28
O 0.01 0.83 -0.03 -0.91
H -0.73 -1.31 0.90 0.29
H -1.67 -1.04 -0.30 0.28
H -1.11 0.98 1.72 0.21
H -2.00 1.28 0.30 0.20
H 1.47 -0.15 -0.95 0.40
H 2.82 -0.58 -0.37 0.28
O 2.40 -0.42 -1.21 -0.71
```

=====

2.
Entry from the Open Molecules 2025 dataset: a 2-piece molecular cluster, CH6NO2 overall (ωB97M-V with the def2-TZVPD basis set).

Values from the calculation:
Charge   -1
LUMO   4.640 eV

```
10
Properties=species:S:1:pos:R:3:mulliken_charge:R:1
O 0.29 -2.49 0.68 -0.79
H -0.40 -1.92 1.01 0.36
N 0.37 0.51 0.76 -0.82
C -0.28 0.55 -0.46 -0.27
O -0.16 1.93 -1.07 -0.55
H 0.66 -2.03 -0.08 0.34
H -0.15 0.97 1.51 0.04
H 0.35 -0.11 -1.11 0.22
H -1.37 0.32 -0.56 0.14
H 0.67 2.27 -0.68 0.32
```

=====

Quick look at relative energies in eV: 1 0.000; 2 0.690.

=====

1.
Entry from the Open Molecules 2025 dataset: C5H6NS as an isolated structure (ωB97M-V with the def2-TZVPD basis set).

Values from the calculation:
Charge   +1
LUMO   -6.005 eV

```
13
Properties=species:S:1:pos:R:3:mulliken_charge:R:1
C -2.35 -0.07 -0.02 0.08
C -1.70 -1.31 -0.08 -0.44
C -0.42 1.13 -0.05 -0.06
C 0.98 -0.25 -0.08 0.46
C 2.35 0.19 0.00 -0.93
N -1.72 1.13 -0.06 -0.33
S 0.08 -1.62 0.01 0.06
H -3.45 0.18 0.18 0.37
H -2.22 -2.25 -0.06 0.38
H 0.11 2.01 0.18 0.39
H 3.05 -0.56 -0.57 0.34
H 2.90 0.30 1.05 0.32
H 2.40 1.12 -0.51 0.34
```

=====

2.
Entry from the Open Molecules 2025 dataset: an isolated ion of composition C5H6NS and charge +1 (ωB97M-V with the def2-TZVPD basis set).

Values from the calculation:
Charge   +1
LUMO   -6.858 eV

```
13
Properties=species:S:1:pos:R:3:mulliken_charge:R:1
C 1.72 -1.56 0.19 -0.52
C 2.77 -0.84 -0.24 -0.17
C 1.26 0.75 -0.39 -0.10
C 0.48 -0.80 0.03 0.62
C -2.17 0.39 -0.15 -0.78
N 2.51 0.55 -0.39 -0.37
S -1.11 -1.04 0.26 0.08
H 1.76 -2.66 0.25 0.37
H 3.84 -1.15 -0.21 0.39
H 1.02 1.75 -0.54 0.44
H -1.66 1.03 -0.86 0.31
H -2.45 0.78 0.78 0.34
H -3.05 0.09 -0.66 0.38
```

=====

Quick look at relative energies in eV: 1 0.955; 2 0.000.

=====

1.
Entry from the Open Molecules 2025 dataset: an isolated ion of composition C6H14N2 and charge +1 (ωB97M-V with the def2-TZVPD basis set).

Values from the calculation:
2S+1   2
Charge   +1
LUMO (spin up / spin down)   -3.563 / -3.599 eV

```
22
Properties=species:S:1:pos:R:3:mulliken_charge:R:1
C -0.85 2.31 0.80 -1.38
C -0.75 0.80 0.68 0.10
C 0.45 0.32 -0.12 -0.83
C 0.05 -0.86 -1.00 0.31
C -1.02 -0.98 -1.77 -1.02
C 2.20 -1.76 -1.41 -0.76
N 0.94 -2.00 -0.98 -0.13
N -0.60 0.30 2.17 -0.37
H -0.75 2.74 -0.21 0.34
H -1.69 2.87 1.22 0.38
H 0.02 2.57 1.41 0.40
H -1.66 0.26 0.39 0.55
H 0.75 1.10 -0.82 0.38
H 1.36 0.09 0.43 0.44
H -1.72 -0.17 -1.93 0.30
H -1.14 -1.86 -2.36 0.35
H 2.95 -2.52 -1.58 0.32
H 2.65 -0.82 -1.67 0.32
H 0.58 -2.91 -0.75 0.25
H -1.46 0.52 2.66 0.36
H 0.18 0.71 2.68 0.36
H -0.52 -0.72 2.17 0.34
```

=====

2.
Entry from the Open Molecules 2025 dataset: an isolated ion of composition C6H14N2 and charge +1 (ωB97M-V with the def2-TZVPD basis set).

Values from the calculation:
2S+1   2
Charge   +1
LUMO (spin up / spin down)   -2.540 / -6.443 eV

```
22
Properties=species:S:1:pos:R:3:mulliken_charge:R:1
N -0.89 -0.87 -3.09 -0.39
C -0.66 0.26 -2.34 -0.47
C -0.90 0.02 -0.64 -0.42
N 0.31 0.06 -0.01 0.13
C 0.75 -1.11 0.79 -0.68
C 0.53 -0.62 2.23 -0.54
C 0.52 0.93 2.16 -0.46
C 0.73 1.28 0.67 -0.84
H -1.81 -1.29 -3.09 0.24
H -0.14 -1.52 -3.28 0.25
H 0.36 0.61 -2.44 0.38
H -1.36 1.06 -2.60 0.31
H -1.54 0.88 -0.40 0.32
H -1.44 -0.91 -0.56 0.42
H 0.12 -1.93 0.50 0.41
H 1.81 -1.24 0.60 0.34
H -0.43 -1.00 2.58 0.26
H 1.30 -0.98 2.91 0.36
H 1.31 1.36 2.76 0.34
H -0.44 1.35 2.45 0.28
H 0.10 2.12 0.40 0.39
H 1.76 1.53 0.42 0.39
```

=====

Quick look at relative energies in eV: 1 1.244; 2 0.000.

=====

1.
Entry from the Open Molecules 2025 dataset: a 2-piece molecular cluster, C5H8NO4P overall (ωB97M-V with the def2-TZVPD basis set).

Values from the calculation:
Charge   -2
LUMO   6.715 eV

```
19
Properties=species:S:1:pos:R:3:mulliken_charge:R:1
C 0.86 -0.39 -1.00 -0.09
C -0.45 -1.58 2.45 -0.54
C -1.06 -0.97 3.50 -0.55
C 1.47 0.81 -1.59 -0.14
C 0.47 1.86 -2.02 -0.97
N 1.30 -0.42 -2.22 0.38
O 1.85 -1.19 -3.10 -0.80
O -1.38 -1.40 0.39 -0.67
O -0.42 0.92 0.90 -0.72
O -1.90 0.43 -1.20 -0.71
P -0.96 -0.03 -0.16 0.67
H -0.91 -2.42 1.92 0.16
H 0.54 -1.49 2.30 0.32
H -0.58 -0.20 4.04 0.26
H -2.09 -1.06 3.56 0.26
H 2.48 1.03 -1.31 0.40
H -0.41 1.55 -1.33 0.26
H 0.25 1.64 -3.12 0.22
H 0.94 2.89 -2.02 0.28
```

=====

2.
Entry from the Open Molecules 2025 dataset: a 2-piece molecular cluster, C5H8NO4P overall (ωB97M-V with the def2-TZVPD basis set).

Values from the calculation:
Charge   -2
LUMO (spin up / spin down)   6.305 / 6.305 eV

```
19
Properties=species:S:1:pos:R:3:mulliken_charge:R:1
C 1.16 1.36 0.80 -1.24
C -1.30 -0.53 1.23 0.34
C -0.20 0.57 -1.28 -1.08
C 2.42 1.02 -1.49 -1.45
C 1.20 0.58 -0.56 0.77
N -1.84 0.38 1.81 -0.35
O -3.47 -1.95 1.28 -0.71
O -1.62 -2.90 2.76 -0.71
O 2.11 2.14 0.98 -0.16
O -1.51 -3.08 0.18 -0.70
P -2.06 -2.45 1.38 0.82
H -0.82 -0.17 -0.78 0.19
H -0.71 1.56 -1.23 0.30
H -0.13 0.25 -2.31 0.37
H 2.24 1.96 -2.00 0.32
H 2.47 0.18 -2.22 0.37
H 3.27 0.89 -0.86 0.37
H 1.39 -0.36 -0.16 0.27
H -2.59 0.55 2.47 0.30
```

=====

Quick look at relative energies in eV: 1 2.825; 2 0.000.

=====

1.
Entry from the Open Molecules 2025 dataset: a 2-piece molecular cluster, C5H14NO overall (ωB97M-V with the def2-TZVPD basis set).

Values from the calculation:
Charge   -1
LUMO   3.961 eV

```
21
Properties=species:S:1:pos:R:3:mulliken_charge:R:1
C -0.73 2.65 -0.68 -1.55
C -0.39 1.18 -0.42 1.06
C 0.79 0.99 0.50 -1.14
C -1.61 0.39 0.06 -1.36
H -1.50 2.78 -1.44 0.37
H -1.12 3.12 0.24 0.32
H 0.17 3.20 -0.95 0.38
H -0.09 0.74 -1.37 0.19
H 1.08 -0.05 0.48 0.21
H 0.55 1.29 1.53 0.30
H 1.66 1.58 0.18 0.34
H -2.48 0.56 -0.58 0.35
H -1.33 -0.66 0.06 0.28
H -1.86 0.70 1.09 0.31
N 0.98 -2.62 1.14 -0.66
C 1.20 -2.52 -0.37 -0.60
O 0.33 -1.70 -0.95 -0.77
H 0.01 -2.31 1.24 0.20
H 0.93 -3.58 1.45 0.32
H 2.26 -2.17 -0.46 0.16
H 1.18 -3.57 -0.75 0.29
```

=====

2.
Entry from the Open Molecules 2025 dataset: a 2-piece molecular cluster, C5H14NO overall (ωB97M-V with the def2-TZVPD basis set).

Values from the calculation:
Charge   -1
LUMO   4.352 eV

```
21
Properties=species:S:1:pos:R:3:mulliken_charge:R:1
N 2.45 0.82 0.59 -0.63
C 1.31 0.97 1.55 -0.50
O 0.34 0.07 1.34 -0.75
H 3.32 1.10 1.01 0.28
H 2.50 -0.17 0.39 0.17
H 1.75 0.92 2.58 0.24
H 0.93 2.02 1.43 0.16
C -0.01 -2.09 -0.97 -1.23
C -1.99 1.21 -0.60 -1.09
C -1.74 -0.30 -0.54 -0.45
C -0.49 -0.69 -1.35 -0.20
H 0.20 -2.04 0.10 0.22
H 0.89 -2.39 -1.51 0.32
H -0.79 -2.84 -1.15 0.39
H -2.86 1.50 -0.01 0.33
H -2.09 1.58 -1.62 0.32
H -1.09 1.65 -0.16 0.14
H -2.59 -0.88 -0.94 0.45
H -1.54 -0.56 0.50 0.24
H -0.69 -0.55 -2.42 0.48
H 0.29 0.00 -1.03 0.10
```

=====

Quick look at relative energies in eV: 1 0.000; 2 0.062.